1.
Density functional theory data (wB97M-V/def2-TZVPD) for a molecular structure, C62H47AsGeIrN4S3 in a non-equilibrium geometry.

Last column: Löwdin charge in e.
CARTESIAN COORDINATES (ANGSTROEM)
Ir 0.064 -0.325 0.056  1.097
S -4.600 -2.710 4.991  1.042
C -6.214 -2.228 4.686  -0.421
C -6.274 -1.292 3.700  -0.188
C -4.994 -0.964 3.181  -0.133
C -3.977 -1.658 3.778  -0.487
C -2.546 -1.611 3.476  -0.203
C -2.119 -1.067 2.275  -0.091
N -0.842 -0.971 1.904  -0.035
C 0.122 -1.360 2.814  -0.223
C -0.233 -1.954 4.057  -0.151
C 0.845 -2.302 4.953  -0.016
C 2.123 -2.023 4.648  -0.012
C 2.491 -1.357 3.416  -0.148
C 3.769 -0.963 3.126  0.036
C 4.028 -0.255 1.931  -0.197
C 2.973 -0.021 1.070  -0.077
N 1.703 -0.415 1.295  -0.044
C 1.450 -1.059 2.498  -0.217
C 5.393 0.200 1.649  -0.477
C 6.528 -0.108 2.354  -0.128
C 7.699 0.504 1.833  -0.187
C 7.440 1.271 0.741  -0.413
S 5.776 1.254 0.344  1.057
C -1.566 -2.105 4.356  0.019
H -7.023 -2.648 5.260  0.061
H -7.195 -0.839 3.361  0.101
H -4.843 -0.230 2.402  0.109
H -2.841 -0.651 1.587  0.096
H 0.594 -2.768 5.898  0.116
H 2.917 -2.267 5.343  0.115
H 4.562 -1.172 3.830  0.112
H 3.141 0.492 0.140  0.056
H 6.535 -0.752 3.219  0.101
H 8.686 0.366 2.246  0.101
H 8.133 1.840 0.143  0.064
H -1.848 -2.529 5.313  0.104
S -1.030 4.506 1.073  1.138
C -0.676 3.797 2.608  -0.465
C -0.672 4.413 3.855  -0.092
C -0.303 3.661 4.949  -0.086
C 0.056 2.319 4.801  -0.063
C 0.053 1.709 3.563  0.006
C -0.321 2.451 2.442  -0.261
N -0.357 2.002 1.112  0.074
C -0.682 2.982 0.315  -0.513
C -0.825 2.797 -1.120  -0.203
C -1.707 3.630 -1.819  -0.075
C -2.024 3.398 -3.137  -0.090
C -1.490 2.251 -3.732  -0.088
C -0.603 1.454 -3.047  -0.125
C -0.134 1.742 -1.747  -0.298
H -0.942 5.455 3.960  0.108
H -0.279 4.119 5.929  0.104
H 0.347 1.745 5.670  0.107
H 0.340 0.680 3.466  0.080
H -2.161 4.467 -1.302  0.087
H -2.696 4.052 -3.676  0.104
H -1.757 1.995 -4.751  0.113
H -0.184 0.596 -3.546  0.062
C -2.092 -3.044 -5.414  -0.081
C -2.227 -1.675 -5.237  -0.070
C -2.207 -1.133 -3.960  -0.106
C -2.043 -1.956 -2.851  -0.327
C -1.929 -3.330 -3.032  -0.094
C -1.953 -3.869 -4.310  -0.071
As -1.977 -1.189 -1.053  1.334
C -2.745 -2.710 -0.123  -0.306
C -2.104 -3.828 0.385  -0.082
C -2.851 -4.807 1.023  -0.060
C -4.231 -4.673 1.136  -0.063
C -4.871 -3.560 0.620  -0.016
C -4.131 -2.561 -0.004  -0.193
C -4.678 -1.278 -0.498  -0.199
C -6.012 -0.890 -0.432  -0.026
C -6.380 0.383 -0.842  -0.072
C -5.427 1.278 -1.314  -0.070
C -4.095 0.894 -1.405  -0.066
C -3.735 -0.382 -1.013  -0.283
H -2.103 -3.467 -6.410  0.104
H -2.356 -1.025 -6.094  0.105
H -2.342 -0.072 -3.833  0.068
H -1.807 -3.987 -2.181  0.099
H -1.861 -4.940 -4.438  0.109
H -1.032 -3.938 0.294  0.088
H -2.356 -5.676 1.438  0.107
H -4.808 -5.438 1.638  0.107
H -5.944 -3.462 0.728  0.110
H -6.763 -1.572 -0.054  0.109
H -7.418 0.685 -0.783  0.104
H -5.720 2.278 -1.608  0.105
H -3.353 1.592 -1.772  0.079
C 3.527 2.474 -2.511  -0.216
Ge 2.505 0.802 -2.626  0.816
C 3.753 -0.685 -2.327  -0.189
C 2.022 0.622 -4.522  -0.207
C 1.090 1.072 -1.241  -0.381
H 4.383 2.460 -3.188  0.022
H 3.901 2.628 -1.500  -0.021
H 2.893 3.324 -2.772  0.022
H 4.655 -0.456 -2.900  0.029
H 3.339 -1.615 -2.700  0.000
H 4.054 -0.843 -1.294  0.002
H 2.943 0.767 -5.091  0.028
H 1.299 1.360 -4.857  0.013
H 1.646 -0.377 -4.751  0.019
H 1.559 1.672 -0.459  0.033
N 2.892 -6.451 -3.038  0.145
C 2.445 -5.509 -2.554  -0.189
C 1.885 -4.330 -1.955  -0.239
C 1.794 -4.216 -0.571  -0.028
C 1.252 -3.080 0.003  -0.102
C 0.783 -2.001 -0.772  -0.339
C 0.901 -2.153 -2.163  -0.176
C 1.431 -3.286 -2.752  -0.051
H 2.144 -5.028 0.055  0.120
H 1.186 -3.045 1.083  0.093
H 0.558 -1.358 -2.812  0.065
H 1.494 -3.364 -3.831  0.128

Cartesian forces (eV/Å) of the 2 atoms listed first:
Ir 0.00 0.48 1.04
S -0.03 -0.11 0.00

Computed properties:
E_LUMO (spin up / spin down) (eV): -0.10 / -0.53
Expectation value of S²: 0.779
Energy above the lowest of the compared OMol25 structures with the same formula, charge and spin (kcal/mol): 23.7
Spin multiplicity: 2


2.
Density functional theory data (wB97M-V/def2-TZVPD) for a molecular structure, C62H51BBr3N10O22 in a non-equilibrium geometry.

Last column: Löwdin charge in e.
CARTESIAN COORDINATES (ANGSTROEM)
O -0.070 0.732 -2.458  0.140
C 0.191 0.251 -1.374  -0.343
O -0.427 0.518 -0.180  0.214
B 0.101 -0.477 0.780  -0.894
O 1.121 -1.228 0.023  0.232
C 1.234 -0.775 -1.196  -0.383
O 1.955 -1.300 -2.063  0.100
O -0.991 -1.356 1.260  0.227
C -1.193 -1.178 2.511  -0.365
O -2.093 -1.653 3.241  0.098
C -0.044 -0.239 2.993  -0.341
O 0.713 0.053 1.997  0.230
O 0.101 0.200 4.166  0.093
C 4.365 -0.620 1.989  -1.490
Br 4.134 -1.329 3.758  0.598
Br 5.061 -2.077 0.758  0.499
Br 5.791 0.749 1.986  0.525
H 3.409 -0.266 1.604  -0.031
C 4.509 -3.355 -2.944  -0.081
C 3.567 -4.265 -2.416  -0.040
C 3.746 -5.621 -2.684  -0.006
C 4.707 -6.040 -3.630  -0.126
C 5.565 -5.093 -4.200  0.009
C 5.458 -3.755 -3.801  -0.076
N 4.857 -7.499 -3.922  -0.339
O 5.861 -7.942 -4.505  0.047
O 3.948 -8.210 -3.544  0.064
H 4.343 -2.327 -2.657  0.079
H 2.765 -4.040 -1.730  0.102
H 3.163 -6.352 -2.144  0.111
H 6.332 -5.432 -4.881  0.114
H 6.163 -3.034 -4.186  0.099
C -3.856 0.777 6.509  -0.133
C -4.592 1.597 7.349  -0.133
C -3.955 2.349 8.321  -0.042
C -2.530 2.407 8.372  -0.150
C -1.789 1.579 7.532  -0.050
C -2.469 0.769 6.624  -0.109
N -1.821 3.352 9.271  -0.464
O -0.594 3.353 9.275  -0.103
O -2.567 4.153 9.892  -0.139
H -4.324 0.208 5.720  0.067
H -5.664 1.710 7.295  0.082
H -4.553 2.989 8.953  0.087
H -0.718 1.445 7.484  0.087
H -1.884 0.004 6.135  0.071
C 4.925 0.360 -2.077  -0.106
C 6.219 -0.009 -2.386  -0.056
C 6.520 -0.191 -3.769  -0.025
C 5.569 0.046 -4.741  -0.112
C 4.313 0.587 -4.363  0.013
C 3.965 0.653 -3.031  -0.066
N 5.960 -0.183 -6.201  -0.305
O 7.002 -0.792 -6.493  0.036
O 5.183 0.105 -7.124  0.045
H 4.739 0.668 -1.059  0.080
H 7.002 -0.064 -1.644  0.105
H 7.559 -0.423 -3.952  0.114
H 3.621 0.963 -5.102  0.090
H 3.038 1.063 -2.659  0.100
C 0.344 -1.126 -5.038  -0.047
C -0.389 -0.018 -5.467  -0.074
C -0.201 0.513 -6.711  -0.035
C 0.781 0.086 -7.560  -0.124
C 1.651 -0.955 -7.075  -0.008
C 1.384 -1.586 -5.873  -0.063
N 0.900 0.669 -8.933  -0.353
O 1.214 -0.135 -9.790  0.071
O 0.697 1.855 -9.105  0.075
H 0.143 -1.627 -4.102  0.083
H -1.242 0.142 -4.825  0.095
H -0.812 1.366 -6.971  0.125
H 2.456 -1.315 -7.699  0.106
H 2.060 -2.332 -5.483  0.102
C -4.857 -1.586 -0.460  -0.061
C -5.787 -1.836 -1.403  -0.093
C -5.785 -1.175 -2.603  -0.028
C -4.766 -0.338 -2.929  -0.147
C -3.795 -0.033 -2.005  -0.001
C -3.819 -0.659 -0.749  -0.034
N -4.725 0.295 -4.305  -0.314
O -3.809 1.103 -4.565  0.044
O -5.560 -0.062 -5.104  0.070
H -4.907 -2.008 0.533  0.109
H -6.561 -2.531 -1.113  0.111
H -6.585 -1.425 -3.284  0.119
H -2.946 0.591 -2.241  0.111
H -2.985 -0.430 -0.102  0.085
C 0.370 3.788 1.640  -0.048
C 0.266 4.847 0.697  -0.052
C 0.444 6.107 1.215  -0.022
C 0.698 6.389 2.600  -0.093
C 0.619 5.299 3.468  -0.008
C 0.427 4.047 2.976  -0.076
N 0.897 7.757 3.188  -0.360
O 0.967 8.733 2.465  0.055
O 0.992 7.867 4.385  0.078
H 0.198 2.748 1.406  0.090
H 0.126 4.748 -0.369  0.097
H 0.469 6.906 0.488  0.107
H 0.773 5.466 4.523  0.126
H 0.418 3.242 3.696  0.117
C -0.554 -2.418 6.399  -0.085
C 0.492 -1.513 6.636  -0.088
C 0.652 -0.874 7.866  -0.004
C -0.309 -1.094 8.909  -0.116
C -1.324 -2.015 8.650  -0.021
C -1.496 -2.619 7.393  -0.073
N -0.295 -0.313 10.206  -0.338
O 0.755 0.146 10.616  0.065
O -1.354 -0.147 10.784  0.076
H -0.533 -2.983 5.478  0.100
H 1.164 -1.342 5.808  0.078
H 1.385 -0.095 8.010  0.115
H -2.062 -2.225 9.411  0.109
H -2.326 -3.292 7.237  0.101
N -6.359 2.194 4.087  0.062
C -6.618 0.867 3.986  -0.134
C -5.737 -0.005 3.311  -0.095
C -4.786 0.487 2.492  -0.099
C -4.478 1.839 2.597  -0.050
C -5.313 2.625 3.386  -0.163
H -7.423 0.509 4.610  0.095
H -5.901 -1.068 3.409  0.101
H -4.056 -0.089 1.942  0.074
H -3.698 2.400 2.103  0.100
H -5.137 3.689 3.430  0.099
N 0.445 5.218 -4.269  0.061
C 1.114 5.535 -5.414  -0.155
C 1.957 4.684 -6.055  -0.065
C 2.117 3.422 -5.450  -0.080
C 1.295 3.029 -4.461  -0.089
C 0.447 3.950 -3.896  -0.147
H 1.081 6.578 -5.691  0.096
H 2.641 4.991 -6.832  0.102
H 2.773 2.730 -5.957  0.093
H 1.411 2.057 -4.005  0.078
H -0.187 3.731 -3.050  0.102
N -2.431 -2.945 -3.145  0.083
C -1.522 -3.116 -2.162  -0.150
C -1.150 -4.307 -1.604  -0.060
C -1.676 -5.485 -2.136  -0.081
C -2.650 -5.401 -3.120  -0.057
C -3.001 -4.093 -3.569  -0.124
H -1.151 -2.186 -1.759  0.094
H -0.504 -4.327 -0.739  0.109
H -1.370 -6.410 -1.669  0.102
H -3.066 -6.332 -3.476  0.093
H -3.660 -3.882 -4.398  0.097

Cartesian forces (eV/Å) of the 2 atoms listed first:
O 0.00 -0.22 1.65
C -1.74 2.45 -1.10

Computed properties:
Total charge: -2
E_LUMO (spin up / spin down) (eV): 1.64 / 1.64
Expectation value of S²: 0.765
Spin multiplicity: 2